{"formula": "C3H3FS2", "method": "wB97M-V/def2-TZVPD", "orbital_gap_ev": 8.1, "multiplicity": 1, "de_lowest_kj_mol": 23.6, "smiles": "F/C=C/C(=S)S", "species": ["S", "S", "F", "C", "C", "C", "H", "H", "H"], "positions_angstrom": [[-1.699, -1.698, 0.690], [0.773, -1.527, -0.910], [0.522, 2.732, 0.200], [0.497, 1.408, -0.135], [-0.422, -0.840, 0.182], [-0.272, 0.575, 0.557], [1.297, 1.136, -0.865], [0.267, -2.738, -1.071], [-0.963, 0.953, 1.352]]}

---

{"formula": "C19H10ClIN3O6Re", "method": "wB97M-V/def2-TZVPD", "charge": 1, "orbital_gap_ev": [6.0, 6.0], "multiplicity": 2, "de_lowest_kj_mol": 123.3, "species": ["Re", "I", "Cl", "O", "O", "O", "O", "O", "O", "N", "N", "N", "C", "C", "C", "C", "C", "C", "C", "C", "C", "C", "C", "C", "C", "C", "C", "C", "C", "C", "C", "H", "H", "H", "H", "H", "H", "H", "H", "H", "H"], "positions_angstrom": [[0.756, -0.656, -0.240], [-1.943, -1.921, -7.679], [0.788, 0.458, 5.370], [1.383, -2.476, 0.125], [1.688, -4.123, 1.630], [-0.616, 0.106, -1.022], [1.414, -2.466, 5.972], [1.755, -4.028, 4.436], [-2.001, 1.818, -1.629], [2.868, -0.428, -2.585], [0.917, -0.744, 1.792], [0.752, 0.176, 2.763], [0.431, 1.529, 2.386], [1.390, 2.258, 1.697], [-1.548, 0.825, -2.035], [2.137, -0.550, -1.697], [-1.156, 3.291, 2.195], [0.924, -0.417, 3.953], [-1.063, -1.152, -3.521], [1.472, -2.797, 4.825], [1.192, -1.920, 2.373], [-1.167, -1.731, -4.768], [-0.839, 2.018, 2.643], [-0.215, 4.036, 1.496], [1.052, 3.527, 1.248], [-2.238, 0.800, -4.339], [1.428, -2.989, 1.349], [-1.800, -1.045, -5.801], [1.211, -1.784, 3.744], [-1.596, 0.118, -3.300], [-2.337, 0.220, -5.586], [-0.576, -1.704, -2.731], [-2.828, 0.748, -6.391], [-0.754, -2.715, -4.942], [-2.650, 1.784, -4.157], [1.783, 4.119, 0.715], [-0.473, 5.025, 1.143], [-2.139, 3.698, 2.385], [1.779, -4.170, 3.465], [-1.557, 1.415, 3.184], [2.380, 1.848, 1.537]]}

---

{"formula": "C60H132F6N4P2", "method": "wB97M-V/def2-TZVPD", "charge": 4, "orbital_gap_ev": 10.4, "multiplicity": 1, "species": ["P", "P", "F", "F", "F", "F", "F", "F", "N", "N", "N", "N", "C", "C", "C", "C", "C", "C", "C", "C", "C", "C", "C", "C", "C", "C", "C", "C", "C", "C", "C", "C", "C", "C", "C", "C", "C", "C", "C", "C", "C", "C", "C", "C", "C", "C", "C", "C", "C", "C", "C", "C", "C", "C", "C", "C", "C", "C", "C", "C", "C", "C", "C", "C", "C", "C", "C", "C", "C", "C", "C", "C", "H", "H", "H", "H", "H", "H", "H", "H", "H", "H", "H", "H", "H", "H", "H", "H", "H", "H", "H", "H", "H", "H", "H", "H", "H", "H", "H", "H", "H", "H", "H", "H", "H", "H", "H", "H", "H", "H", "H", "H", "H", "H", "H", "H", "H", "H", "H", "H", "H", "H", "H", "H", "H", "H", "H", "H", "H", "H", "H", "H", "H", "H", "H", "H", "H", "H", "H", "H", "H", "H", "H", "H", "H", "H", "H", "H", "H", "H", "H", "H", "H", "H", "H", "H", "H", "H", "H", "H", "H", "H", "H", "H", "H", "H", "H", "H", "H", "H", "H", "H", "H", "H", "H", "H", "H", "H", "H", "H", "H", "H", "H", "H", "H", "H", "H", "H", "H", "H", "H", "H", "H", "H", "H", "H", "H", "H", "H", "H", "H", "H", "H", "H"], "positions_angstrom": [[-4.375, 1.142, 1.273], [-0.141, -0.585, 0.105], [0.290, -1.731, 1.115], [1.358, 0.109, 0.129], [-0.563, 0.815, -0.674], [0.385, -1.303, -1.279], [-1.575, -1.268, -0.054], [-0.672, 0.310, 1.395], [2.865, 5.519, 0.902], [4.415, -1.795, 2.076], [-2.221, -5.922, -0.027], [1.385, 0.577, -5.608], [2.828, 4.210, 1.696], [-4.123, -1.103, 4.615], [-2.801, -7.269, 0.474], [7.466, -4.462, 4.494], [-8.630, 1.509, 1.372], [1.596, 2.297, 2.684], [-1.535, -3.949, 4.527], [2.525, 6.679, 1.825], [5.786, -1.181, 1.763], [3.805, 7.272, 2.280], [5.183, -3.733, 3.628], [1.949, -0.824, 4.990], [3.713, -1.455, 0.754], [-3.801, 0.973, -0.422], [-2.618, -4.774, 0.861], [-1.741, -4.676, 2.112], [-0.724, -6.000, -0.325], [1.560, 4.122, -7.113], [5.626, 0.035, 0.903], [-2.762, 5.061, 3.570], [-4.384, -0.479, 2.100], [-2.475, 4.722, 2.100], [5.227, -0.079, -5.032], [2.436, -1.514, 3.707], [-7.231, 0.859, 1.160], [3.814, -1.038, 3.248], [1.631, 2.612, -7.123], [1.844, 5.481, -0.254], [-3.665, -7.104, -1.714], [-0.205, -1.287, -5.943], [-3.457, 3.753, 1.475], [-3.544, -0.421, -2.472], [-0.407, 4.126, -1.634], [-0.153, -4.776, -1.001], [-2.381, -3.816, 3.238], [0.230, -1.320, -4.497], [2.052, 4.780, -8.425], [3.822, 0.564, -4.908], [-4.355, -0.238, -1.161], [2.750, -0.090, -5.777], [4.752, 7.212, 1.078], [-4.987, -0.469, 3.532], [6.695, -3.491, 3.600], [-2.771, -0.482, 4.800], [4.300, 5.827, 0.477], [1.325, 2.082, -5.751], [2.162, 4.439, -1.339], [0.796, 0.105, -4.271], [-6.068, 1.808, 1.325], [4.468, -3.337, 2.300], [-3.377, 2.369, 2.133], [-9.729, 0.450, 1.526], [4.234, -0.090, 0.276], [0.458, -0.125, -6.622], [-3.928, -1.661, -3.269], [-2.921, -5.808, -1.405], [1.318, -4.996, -1.435], [-4.058, -7.579, -0.306], [1.475, 3.623, 1.924], [0.977, 4.305, -2.267], [1.691, 5.785, -8.615], [1.846, -5.558, -0.666], [-5.388, 0.458, 3.949], [4.061, -2.225, 0.066], [5.005, -4.804, 3.768], [-0.060, -3.942, -0.296], [6.316, -0.124, 0.076], [1.587, 0.128, -3.526], [-4.486, 4.115, 1.513], [1.941, 7.369, 1.212], [3.931, 1.538, -5.398], [-0.304, -6.121, 0.672], [0.912, 5.354, 0.284], [-1.170, 4.077, -2.410], [4.403, 0.031, -0.793], [2.233, 2.272, 3.567], [-1.632, -5.667, 2.562], [-2.057, -7.999, 0.150], [-2.231, -5.862, -2.248], [0.879, 5.097, -3.014], [1.977, 1.529, 2.004], [-4.834, -1.467, -3.848], [-3.670, -4.853, 1.119], [1.378, 0.087, 4.836], [-4.717, -0.881, 5.510], [5.862, 0.942, 1.454], [2.019, 2.595, -5.087], [-2.482, -0.545, -2.238], [-2.729, 0.834, -0.260], [-8.657, 2.219, 0.542], [-3.234, -1.800, -4.105], [0.529, 4.367, -6.830], [-0.529, -1.610, -3.777], [-4.469, -8.588, -0.269], [-3.187, 3.718, 0.414], [-3.340, -0.801, 2.033], [1.906, 6.492, -0.654], [0.000, 0.801, -4.010], [-4.929, -7.028, 0.062], [1.812, -4.034, -1.567], [-1.292, -1.147, -5.917], [1.683, 4.127, -9.219], [-6.100, 2.186, 2.356], [2.771, -0.673, 5.692], [1.112, 3.404, -2.877], [3.081, 4.670, -1.877], [-0.494, 3.290, -0.942], [4.931, 5.024, 0.853], [0.936, 4.356, 2.535], [-7.217, 0.088, 1.937], [-3.137, -7.809, -2.355], [3.138, 4.711, -8.427], [-4.144, -2.193, 4.581], [3.399, -3.536, 2.305], [3.527, 0.700, 0.525], [-0.200, -2.254, -6.447], [-2.852, 0.565, 5.097], [-0.629, -3.357, 4.391], [-4.241, -1.174, -0.615], [0.924, -0.431, -7.555], [7.155, -3.642, 2.621], [0.989, 2.227, -7.919], [3.735, 0.011, 2.962], [-2.348, -2.768, 2.939], [-0.556, -6.882, -0.942], [3.063, 0.148, -6.792], [-1.190, -4.976, 4.683], [1.402, -5.501, -2.397], [-3.921, -2.570, -2.670], [-4.932, -1.154, 1.443], [6.884, -2.461, 3.908], [-10.027, 0.179, 2.537], [0.289, 2.240, -5.451], [-2.242, -0.482, 3.837], [3.757, 8.336, 2.517], [-2.300, -3.929, 0.246], [3.561, 0.790, -3.874], [8.509, -4.498, 4.175], [-1.459, 4.346, 1.956], [2.120, 4.488, -6.243], [2.457, -2.583, 3.929], [-8.622, 2.112, 2.283], [-2.814, -7.334, 1.560], [-0.325, 0.605, -6.822], [-5.404, -0.136, -1.444], [3.376, 4.324, 2.631], [-3.495, -4.889, -1.472], [-2.547, 5.660, 1.541], [6.259, -0.969, 2.722], [5.800, 7.271, 1.358], [1.673, -1.399, 2.936], [-9.470, -0.433, 0.940], [4.677, -3.356, 4.519], [-3.398, -4.155, 3.428], [-10.671, 0.797, 1.095], [-6.157, 2.704, 0.706], [6.427, -1.950, 1.335], [-0.663, 5.058, -1.121], [2.636, -1.417, 0.869], [4.579, 7.945, 0.293], [0.869, 3.341, 1.063], [5.264, -0.907, -4.317], [1.849, 6.437, 2.646], [-2.218, 5.894, 4.010], [1.050, -2.034, -4.388], [-2.320, 4.236, 4.151], [-2.041, -3.761, 5.473], [3.388, 3.464, 1.122], [2.653, 2.362, -7.436], [4.962, -3.807, 1.455], [-2.327, 2.068, 2.166], [-5.888, -1.086, 3.599], [-3.789, 2.450, 3.141], [2.595, -1.155, -5.625], [-0.752, -4.300, 1.852], [-4.585, -6.983, -2.289], [2.341, 3.456, -0.892], [-7.243, 0.377, 0.180], [-0.822, -4.344, -1.746], [5.381, -0.537, -6.007], [-3.805, 5.001, 3.879], [-2.114, -1.057, 5.452], [7.439, -4.202, 5.551], [-3.952, 1.959, -0.863], [-3.573, 0.481, -3.088], [4.459, 5.870, -0.598], [7.168, -5.499, 4.331], [6.027, 0.591, -4.733], [1.329, -1.582, 5.469], [0.559, 2.003, 2.842], [4.163, 6.744, 3.164], [4.626, -1.208, 3.955]]}

---

{"formula": "C19H21CrN", "method": "wB97M-V/def2-TZVPD", "orbital_gap_ev": [5.5, 6.4], "multiplicity": 5, "de_lowest_kj_mol": 0.0, "species": ["Cr", "N", "C", "C", "C", "C", "C", "C", "C", "C", "C", "C", "C", "C", "C", "C", "C", "C", "C", "C", "C", "H", "H", "H", "H", "H", "H", "H", "H", "H", "H", "H", "H", "H", "H", "H", "H", "H", "H", "H", "H", "H"], "positions_angstrom": [[-0.883, 0.273, 1.359], [1.263, 0.270, 0.718], [3.576, 1.076, 2.027], [-2.663, -1.598, 2.491], [-1.935, -2.381, 1.364], [1.451, 1.419, -4.015], [0.954, 0.223, -3.496], [-2.347, -0.499, -1.136], [-0.850, -1.543, 0.669], [2.956, 1.598, -2.131], [2.450, 0.721, 2.769], [2.295, 0.521, -1.497], [-1.020, -0.930, -0.618], [1.482, -0.312, -2.320], [-3.332, 0.167, -0.112], [-2.714, 0.698, 1.171], [1.330, 0.259, 2.074], [2.390, 0.468, -0.014], [-2.434, -0.106, 2.399], [3.580, 0.842, 0.650], [2.557, 2.030, -3.401], [-2.595, 0.413, 3.357], [4.495, 0.984, 0.064], [-3.762, 1.032, -0.644], [3.047, 2.885, -3.882], [-2.872, -1.353, -1.599], [-0.333, -1.192, -1.405], [-3.083, 1.712, 1.373], [-1.422, -3.231, 1.838], [-2.188, 0.212, -1.968], [4.436, 1.526, 2.517], [0.447, -0.209, 2.606], [0.129, -0.290, -4.010], [-2.664, -2.807, 0.658], [2.397, 0.791, 3.852], [3.746, 2.132, -1.583], [-4.193, -0.503, 0.054], [-3.731, -1.877, 2.527], [-2.255, -1.934, 3.457], [0.134, -2.017, 0.831], [0.984, 1.875, -4.896], [1.178, -1.345, -2.097]]}

---

{"formula": "C17H36Cl3CoN9Si5", "method": "wB97M-V/def2-TZVPD", "orbital_gap_ev": [6.4, 6.8], "multiplicity": 2, "de_lowest_kj_mol": 0.0, "species": ["Co", "Cl", "Cl", "Cl", "Si", "Si", "Si", "Si", "Si", "N", "N", "N", "N", "N", "N", "N", "N", "N", "C", "C", "C", "C", "C", "C", "C", "C", "C", "C", "C", "C", "C", "C", "C", "C", "C", "H", "H", "H", "H", "H", "H", "H", "H", "H", "H", "H", "H", "H", "H", "H", "H", "H", "H", "H", "H", "H", "H", "H", "H", "H", "H", "H", "H", "H", "H", "H", "H", "H", "H", "H", "H"], "positions_angstrom": [[0.108, 0.034, -0.023], [0.367, -0.872, -3.166], [2.086, 1.877, -2.787], [-1.141, 2.003, -3.079], [0.115, 2.087, 1.219], [0.344, 0.933, -2.040], [2.328, 2.527, 1.894], [-0.673, 4.137, 0.344], [-1.135, 1.966, 3.229], [2.002, -0.736, -0.207], [4.348, -1.458, -0.408], [6.379, -1.414, -1.419], [4.652, -0.255, -2.410], [-0.891, -3.109, 3.485], [-4.101, -0.587, -0.362], [-0.239, -1.198, 1.566], [-1.959, -0.357, -0.285], [-3.733, -1.310, 0.712], [0.677, -1.683, 2.401], [-0.736, 0.505, 4.364], [-3.042, -0.019, -0.951], [-2.988, 1.841, 2.868], [3.025, 1.130, 2.963], [3.106, -1.056, -0.338], [-2.439, 3.965, -0.304], [-0.954, 3.444, 4.390], [-1.483, -1.677, 1.691], [2.578, 4.120, 2.874], [0.345, -2.638, 3.349], [3.501, 2.646, 0.423], [5.090, -1.028, -1.411], [0.431, 4.814, -1.025], [-0.770, 5.564, 1.583], [-2.432, -1.142, 0.721], [-1.804, -2.621, 2.657], [3.164, 0.224, 2.369], [2.286, 4.997, 2.293], [1.404, 5.097, -0.613], [-1.397, 4.354, 3.990], [3.229, 3.458, -0.253], [-0.027, 5.718, -1.439], [-0.972, -0.470, 3.941], [-0.817, 6.500, 1.018], [1.101, -3.026, 4.020], [-3.542, 1.735, 3.806], [-2.821, -2.984, 2.745], [3.719, 0.140, -2.392], [-1.326, 0.612, 5.279], [0.087, 3.660, 4.630], [5.296, 0.151, -3.066], [0.605, 4.123, -1.846], [4.522, 2.822, 0.777], [-2.741, 4.879, -0.824], [-3.244, 0.987, 2.235], [3.491, 1.723, -0.157], [-5.072, -0.520, -0.616], [0.318, 0.503, 4.654], [4.005, 1.416, 3.354], [-2.542, 3.134, -1.001], [2.009, 4.130, 3.804], [-3.348, 2.742, 2.370], [0.091, 5.616, 2.250], [6.676, -2.050, -0.701], [1.680, -1.296, 2.308], [-3.084, 0.608, -1.826], [-1.668, 5.510, 2.198], [2.381, 0.891, 3.812], [3.636, 4.228, 3.129], [-3.134, 3.809, 0.523], [-1.468, 3.207, 5.327], [6.975, -1.252, -2.208]]}

---

Let's list F_max in order: 1.5, 0.8, 3.3, 4.0, 0.1 eV/A.